Record 1
Entry from the Open Molecules 2025 dataset: a 11-piece molecular cluster, C51H130N6O17 overall at a distorted geometry (ωB97M-V/def2-TZVPD).

The calculation puts the LUMO energy at 0.3 eV. Its SMILES is COCCNCCOC.COCCNCCOC.COCCNCCOC.COCCNCCOC.COCCNCCOC.COCCNCCOC.CC(C)O.CC(C)O.CC(C)O.CC(C)O.CC(C)O. The HOMO energy comes out at -8.3 eV. The gap between HOMO and LUMO comes out at 0.319 Eh. As for the total energy: -3628.36687 hartree.

Each line ends with the Mulliken charge.
Cartesian coordinates (Å):
C -5.803 -2.840 -3.516  -0.798
O -4.485 -2.400 -3.196  -0.339
C -4.121 -2.622 -1.881  -0.531
C -2.706 -2.025 -1.609  -0.283
N -2.379 -1.831 -0.233  1.078
C -2.283 -3.031 0.589  -1.049
C -2.076 -2.706 2.082  -0.039
O -3.224 -2.073 2.626  -0.338
C -3.160 -1.552 3.936  -0.544
H -5.990 -2.365 -4.479  0.248
H -6.528 -2.490 -2.781  0.339
H -5.936 -3.920 -3.573  0.324
H -4.172 -3.684 -1.642  0.479
H -4.857 -2.179 -1.210  0.312
H -2.727 -1.029 -2.051  -0.576
H -1.874 -2.582 -2.040  0.524
H -2.755 -0.989 0.179  0.121
H -1.370 -3.548 0.297  0.329
H -3.133 -3.700 0.454  0.426
H -1.327 -1.926 2.220  -0.222
H -1.845 -3.596 2.667  0.547
H -3.231 -2.370 4.654  0.353
H -4.005 -0.881 4.091  -0.077
H -2.186 -1.124 4.174  0.325
C -6.706 0.157 4.384  -0.787
O -7.294 0.120 5.681  -0.335
C -8.090 1.301 5.952  -0.585
C -8.450 1.275 7.448  -0.527
N -9.535 0.317 7.708  -0.467
C -9.874 0.061 9.130  -0.765
C -10.535 1.249 9.855  -0.564
O -9.567 2.249 10.151  -0.258
C -9.998 3.293 10.977  -0.816
H -5.870 0.839 4.231  0.296
H -7.413 0.343 3.575  0.371
H -6.294 -0.841 4.235  0.277
H -8.985 1.291 5.330  0.343
H -7.581 2.244 5.751  0.369
H -8.649 2.276 7.831  0.393
H -7.572 0.905 7.977  0.303
H -9.215 -0.581 7.375  0.263
H -8.960 -0.180 9.673  0.381
H -10.463 -0.842 9.292  0.443
H -10.843 0.862 10.827  0.439
H -11.334 1.630 9.219  0.327
H -10.367 3.080 11.980  0.311
H -10.763 3.901 10.496  0.321
H -9.160 3.964 11.165  0.258
C 1.309 2.053 -6.313  -0.774
O 1.400 0.835 -5.624  -0.389
C 2.528 0.551 -4.815  -0.666
C 2.254 -0.668 -3.980  0.296
N 2.403 -1.965 -4.746  -0.340
C 2.155 -3.128 -3.963  0.326
C 2.376 -4.387 -4.849  -0.956
O 3.706 -4.476 -5.396  -0.220
C 4.003 -5.505 -6.350  -0.862
H 1.528 2.889 -5.648  0.240
H 0.310 2.250 -6.701  0.295
H 2.071 2.222 -7.073  0.336
H 2.812 1.391 -4.181  0.135
H 3.349 0.354 -5.504  0.578
H 1.260 -0.616 -3.535  -0.042
H 2.991 -0.743 -3.180  0.008
H 3.363 -2.040 -5.050  0.349
H 1.160 -3.042 -3.528  0.080
H 2.829 -3.191 -3.109  -0.137
H 1.603 -4.482 -5.612  0.483
H 2.144 -5.236 -4.206  0.385
H 4.090 -6.537 -6.010  0.326
H 4.892 -5.205 -6.904  0.252
H 3.218 -5.507 -7.106  0.355
C -4.338 0.940 0.931  -0.280
O -2.979 0.488 0.880  -0.015
C -2.061 1.508 0.674  -0.234
C -0.711 1.144 1.214  -1.389
N -0.081 0.249 0.265  1.534
C 1.016 -0.552 0.846  -0.547
C 2.084 -1.032 -0.143  -0.117
O 3.070 -1.852 0.577  -0.860
C 4.274 -1.865 -0.103  0.179
H -4.551 1.362 1.914  0.288
H -5.120 0.186 0.848  0.350
H -4.535 1.697 0.171  -0.391
H -2.365 2.321 1.332  0.361
H -2.005 1.814 -0.371  -0.331
H -0.855 0.644 2.171  0.381
H -0.145 2.049 1.435  0.471
H -0.763 -0.301 -0.237  -0.311
H 0.591 -1.435 1.323  -0.791
H 1.554 -0.042 1.645  0.527
H 2.575 -0.274 -0.753  -0.314
H 1.632 -1.705 -0.872  0.399
H 4.193 -2.419 -1.039  -0.001
H 4.943 -2.473 0.506  -0.221
H 4.725 -0.895 -0.309  0.244
C 6.888 0.500 -2.185  -0.238
O 7.531 -0.468 -2.993  -0.494
C 6.577 -1.451 -3.465  0.293
C 7.296 -2.716 -3.980  -1.102
N 7.897 -3.467 -2.830  -0.204
C 8.737 -4.565 -3.333  -0.754
C 9.480 -5.222 -2.209  -0.508
O 10.776 -4.650 -1.958  -0.351
C 11.415 -5.263 -0.814  -0.490
H 6.622 0.006 -1.250  -0.142
H 5.998 0.964 -2.608  0.281
H 7.646 1.246 -1.943  0.359
H 6.025 -1.041 -4.310  0.336
H 5.930 -1.794 -2.658  -0.120
H 8.065 -2.422 -4.693  0.420
H 6.618 -3.370 -4.528  0.477
H 8.538 -2.801 -2.423  0.159
H 9.397 -4.245 -4.139  0.373
H 8.059 -5.304 -3.758  0.407
H 9.632 -6.258 -2.512  0.438
H 8.911 -5.178 -1.281  0.268
H 10.852 -4.885 0.039  0.107
H 12.427 -4.871 -0.917  0.220
H 11.314 -6.348 -0.834  0.325
C -1.698 7.976 -1.549  -0.987
O -2.281 6.659 -1.585  -0.165
C -2.828 6.309 -2.824  -1.027
C -3.590 4.980 -2.704  -0.050
N -4.804 4.972 -1.860  -0.448
C -4.458 5.082 -0.428  0.070
C -5.553 4.469 0.490  -0.686
O -4.958 4.116 1.682  -0.099
C -4.671 5.131 2.646  -0.866
H -1.347 8.222 -0.546  0.274
H -2.554 8.644 -1.633  0.376
H -0.970 8.282 -2.300  0.328
H -1.942 6.194 -3.448  0.353
H -3.384 7.156 -3.225  0.526
H -2.990 4.106 -2.451  -0.007
H -3.926 4.773 -3.720  0.436
H -5.210 4.053 -1.955  0.369
H -4.181 6.095 -0.137  0.463
H -3.524 4.570 -0.198  -0.084
H -6.054 3.575 0.118  0.064
H -6.417 5.118 0.632  0.404
H -5.501 5.788 2.907  0.331
H -3.791 5.687 2.323  0.300
H -4.379 4.611 3.557  0.252
C -0.370 2.546 -3.118  -0.142
C 0.907 2.982 -2.378  0.347
C 0.591 3.943 -1.244  -1.051
O 1.527 1.826 -1.871  1.687
H -1.195 2.287 -2.454  -0.919
H -0.134 1.686 -3.744  0.147
H -0.664 3.320 -3.826  0.538
H 1.652 3.466 -3.009  0.417
H 1.459 4.442 -0.813  0.115
H -0.006 3.542 -0.425  -0.178
H 0.056 4.820 -1.609  0.472
H 0.864 1.455 -1.284  -1.058
C 7.609 -2.152 1.638  -0.953
C 8.947 -2.818 1.269  1.283
C 10.152 -1.850 1.373  -1.425
O 9.189 -3.844 2.226  -0.634
H 6.749 -2.815 1.545  0.221
H 7.431 -1.329 0.946  0.063
H 7.531 -1.666 2.610  0.326
H 8.818 -3.209 0.259  -0.325
H 11.073 -2.419 1.245  0.350
H 10.206 -1.324 2.325  0.361
H 10.116 -1.138 0.549  0.333
H 8.648 -4.630 2.124  0.362
C 2.733 -4.379 4.687  -1.634
C 2.557 -4.148 3.217  0.614
C 1.080 -3.766 2.907  -0.884
O 3.371 -3.095 2.816  -0.508
H 3.786 -4.649 4.759  0.411
H 2.088 -5.172 5.066  0.384
H 2.508 -3.478 5.259  0.373
H 2.819 -5.104 2.764  0.229
H 0.808 -3.418 1.911  -0.064
H 0.798 -2.952 3.576  0.337
H 0.461 -4.622 3.175  0.449
H 3.189 -2.713 1.955  0.851
C -6.260 1.218 -4.317  -1.542
C -5.568 1.224 -2.939  0.256
C -4.036 1.299 -2.984  -0.559
O -6.018 2.343 -2.282  -0.458
H -7.349 1.266 -4.322  0.420
H -5.927 0.335 -4.863  0.342
H -5.866 2.085 -4.849  0.343
H -5.885 0.325 -2.410  0.082
H -3.630 2.111 -3.588  0.425
H -3.585 0.388 -3.376  0.715
H -3.705 1.382 -1.949  -0.482
H -6.954 2.159 -2.174  0.322
C 3.337 2.503 1.026  -0.655
C 4.178 3.267 0.028  0.863
C 5.592 3.095 0.397  -1.547
O 4.049 2.837 -1.313  -0.630
H 3.499 2.830 2.053  0.519
H 3.535 1.443 0.866  -0.143
H 2.269 2.565 0.818  -0.086
H 3.875 4.313 0.044  0.138
H 5.866 3.607 1.319  0.419
H 6.278 3.478 -0.358  0.397
H 5.939 2.065 0.488  0.192
H 3.183 2.454 -1.471  -0.010

Record 2
Entry from the Open Molecules 2025 dataset: C39H91InNO14P2S as an isolated structure at a distorted geometry (ωB97M-V/def2-TZVPD).

The calculation puts the LUMO energy at 1.6 eV. The HOMO energy comes out at -4.1 eV. The net charge is -1. The gap between HOMO and LUMO comes out at 0.210 Eh. As for the total energy: -3919.38700 hartree.

Each line ends with the Mulliken charge.
Cartesian coordinates (Å):
C 7.434 -1.149 -3.312  -0.932
C 8.605 -0.147 -3.345  -0.332
C 8.121 1.324 -3.342  -0.609
In 7.753 1.932 -1.238  0.469
C 5.991 0.776 -0.490  -0.481
C 4.635 1.176 -0.984  0.815
C 4.405 2.323 -1.737  -0.436
C 3.133 2.683 -2.178  -1.439
C 2.040 1.892 -1.872  -0.300
C 2.244 0.738 -1.124  -0.186
C 3.515 0.369 -0.693  0.525
C 3.679 -0.896 0.102  -1.543
P 7.550 4.476 -0.940  0.563
N 8.427 5.060 0.272  -0.727
P 9.893 1.374 0.054  0.101
S 11.460 1.976 -1.037  -0.503
H 7.378 -1.734 -4.224  0.336
H 7.580 -1.870 -2.508  0.230
H 6.482 -0.664 -3.120  0.188
H 9.224 -0.320 -2.467  0.076
H 9.207 -0.354 -4.227  0.445
H 7.195 1.355 -3.913  0.442
H 8.861 1.960 -3.809  -0.128
H 6.157 -0.254 -0.803  -0.079
H 6.030 0.754 0.598  0.107
H 5.229 2.964 -2.011  0.181
H 3.012 3.584 -2.759  0.406
H 1.064 2.186 -2.228  0.362
H 1.377 0.137 -0.879  0.397
H 4.380 -1.556 -0.402  0.397
H 4.045 -0.677 1.100  0.202
H 2.738 -1.434 0.148  0.460
H 7.853 5.076 -2.192  -0.142
H 6.168 4.771 -0.732  -0.052
H 9.073 5.770 -0.048  0.179
H 9.885 2.136 1.237  0.036
H 9.976 0.013 0.421  -0.049
C 0.875 -0.993 3.126  -0.542
O 1.775 -2.079 3.260  -0.290
C 1.853 -2.578 4.584  -0.563
C 1.082 -3.869 4.733  -0.576
O -0.318 -3.658 4.603  -0.225
C -0.829 -4.055 3.343  -0.779
H 0.789 -0.761 2.066  -0.026
H -0.115 -1.245 3.518  0.331
H 1.262 -0.110 3.646  0.376
H 1.489 -1.836 5.301  0.342
H 2.909 -2.771 4.802  0.347
H 1.262 -4.280 5.732  0.382
H 1.430 -4.599 3.997  0.355
H -0.791 -5.145 3.236  0.300
H -0.277 -3.591 2.522  0.330
H -1.869 -3.736 3.295  0.234
C -1.503 -0.079 -2.461  -0.723
O -1.473 -0.229 -1.052  -0.298
C -1.725 0.986 -0.361  -0.252
C -3.128 1.021 0.200  -0.807
O -4.105 1.092 -0.829  -0.399
C -4.742 -0.146 -1.081  -0.450
H -1.424 -1.070 -2.904  0.238
H -2.435 0.386 -2.794  0.352
H -0.653 0.523 -2.799  0.240
H -1.555 1.846 -1.014  0.301
H -1.011 1.044 0.467  0.334
H -3.240 1.916 0.821  0.422
H -3.299 0.144 0.831  0.373
H -5.374 -0.434 -0.234  0.278
H -4.016 -0.939 -1.279  0.266
H -5.374 -0.021 -1.959  0.119
C 10.630 4.391 -4.961  -0.906
O 9.241 4.340 -5.237  -0.134
C 8.705 5.565 -5.696  -0.561
C 8.445 5.530 -7.185  -0.602
O 9.654 5.471 -7.929  -0.376
C 9.948 4.174 -8.409  -0.627
H 10.954 3.378 -4.729  0.245
H 11.197 4.763 -5.820  0.383
H 10.828 5.023 -4.090  0.345
H 9.368 6.399 -5.446  0.403
H 7.752 5.722 -5.177  0.317
H 7.922 6.446 -7.480  0.379
H 7.804 4.678 -7.428  0.339
H 9.229 3.873 -9.180  0.325
H 9.941 3.436 -7.603  0.233
H 10.942 4.204 -8.852  0.232
C -8.405 -0.990 -3.235  -0.706
O -8.367 -1.164 -1.831  -0.355
C -8.639 0.027 -1.108  -0.336
C -10.041 0.029 -0.547  -0.774
O -11.017 0.115 -1.577  -0.288
C -11.643 -1.122 -1.862  -0.851
H -8.306 -1.974 -3.691  0.253
H -9.348 -0.542 -3.560  0.277
H -7.572 -0.362 -3.571  0.326
H -8.481 0.907 -1.739  0.373
H -7.926 0.074 -0.279  0.308
H -10.166 0.905 0.097  0.402
H -10.202 -0.866 0.060  0.380
H -12.277 -1.435 -1.024  0.350
H -10.915 -1.908 -2.077  0.398
H -12.273 -0.978 -2.738  0.255
C 8.985 -1.847 5.668  -0.675
O 7.596 -1.857 5.396  -0.354
C 7.115 -0.613 4.904  -0.808
C 6.905 -0.645 3.408  -0.292
O 8.138 -0.748 2.714  -0.177
C 8.390 -2.041 2.200  -0.894
H 9.277 -2.866 5.918  0.228
H 9.561 -1.515 4.801  0.261
H 9.208 -1.197 6.521  0.322
H 7.803 0.196 5.165  0.384
H 6.155 -0.416 5.394  0.394
H 6.431 0.291 3.096  0.313
H 6.238 -1.469 3.136  0.352
H 7.690 -2.279 1.391  0.272
H 8.319 -2.805 2.979  0.399
H 9.401 -2.040 1.795  0.300
C -2.611 -3.740 7.067  -0.729
O -3.766 -4.153 7.780  -0.408
C -4.957 -3.537 7.321  -0.476
C -5.763 -4.472 6.448  -0.510
O -5.106 -4.733 5.218  -0.355
C -4.469 -5.996 5.176  -0.701
H -1.777 -4.353 7.401  0.247
H -2.734 -3.872 5.991  0.301
H -2.381 -2.690 7.279  0.385
H -4.730 -2.618 6.773  0.302
H -5.551 -3.270 8.201  0.402
H -6.724 -4.002 6.214  0.370
H -5.962 -5.404 6.985  0.317
H -5.209 -6.804 5.174  0.328
H -3.788 -6.130 6.020  0.316
H -3.897 -6.044 4.250  0.224
C -16.886 0.702 -3.103  -0.744
O -15.660 0.190 -2.616  -0.359
C -14.663 1.188 -2.440  -0.446
C -14.491 1.553 -0.985  -0.373
O -15.634 2.228 -0.477  -0.411
C -16.461 1.405 0.323  -0.704
H -17.610 -0.111 -3.086  0.250
H -17.256 1.520 -2.479  0.312
H -16.777 1.053 -4.134  0.315
H -14.900 2.078 -3.030  0.344
H -13.720 0.778 -2.812  0.280
H -13.637 2.230 -0.888  0.341
H -14.280 0.656 -0.397  0.306
H -15.957 1.143 1.260  0.314
H -16.745 0.489 -0.202  0.310
H -17.360 1.972 0.557  0.251